# 1
Below is a structure of composition C15H44N6O7, with properties calculated with ωB97M-V/def2-TZVPD.

Positions of all 72 atoms, in Å:
C: 1.3416 2.0221 -4.2508
C: 1.5248 3.0604 -3.0732
C: 1.8711 2.3066 -1.8438
O: 2.6474 3.8375 -3.3597
H: 0.6616 1.2226 -3.9564
H: 2.2929 1.5524 -4.5004
H: 1.1557 2.6105 -5.1493
H: 0.6199 3.6672 -3.1062
H: 2.5905 1.4915 -1.9223
H: 0.9274 1.8943 -1.4867
H: 2.1859 3.0640 -1.1259
H: 2.5651 4.2829 -4.2061
C: -0.1875 -0.3137 0.8749
C: 0.0539 0.5591 -0.2282
C: 0.0065 0.0211 -1.6768
O: -0.7693 1.6751 -0.0272
H: -1.2583 -0.5134 0.9155
H: 0.1722 0.0780 1.8263
H: 0.3997 -1.2211 0.7339
H: 1.0616 0.8466 0.0717
H: -0.1235 0.9064 -2.2993
H: -0.9777 -0.4298 -1.8043
H: 0.6873 -0.7580 -2.0197
H: -0.7644 1.8621 0.9144
C: 2.3090 -0.6426 1.7535
C: 1.8672 -1.7099 2.6973
C: 3.0576 -2.3169 3.4878
O: 0.9694 -1.2432 3.6422
H: 2.6395 -0.9889 0.7743
H: 3.0024 0.1694 1.9725
H: 1.4012 -0.1867 1.3582
H: 1.3275 -2.5153 2.1993
H: 3.7856 -2.9091 2.9333
H: 2.8171 -2.8685 4.3967
H: 3.5789 -1.4190 3.8196
H: 0.1554 -1.1928 3.1357
C: -2.4350 2.9247 1.7440
C: -1.4311 2.1352 2.5862
C: -1.9502 0.7307 3.0324
O: -0.2448 1.9230 1.8119
H: -3.3936 2.8528 2.2580
H: -2.7173 2.5916 0.7453
H: -2.1313 3.9698 1.6834
H: -1.0548 2.7632 3.3937
H: -2.2882 0.0413 2.2587
H: -2.6440 0.9210 3.8512
H: -1.0660 0.3200 3.5199
H: 0.3373 1.4738 2.4291
C: -1.7957 -2.7510 0.3779
O: -1.2525 -3.7738 0.1608
N: -1.6378 -2.0846 1.5366
N: -2.5979 -2.2232 -0.5309
H: -2.0917 -1.1984 1.7065
H: -1.0486 -2.4918 2.2487
H: -2.5825 -2.7705 -1.3795
H: -2.8655 -1.2507 -0.4781
C: -3.2786 0.0781 -0.8295
O: -2.6023 -0.4360 0.0683
N: -4.5401 -0.2100 -1.1511
N: -2.9101 0.9160 -1.7811
H: -5.0982 0.3028 -1.8185
H: -5.0678 -0.9234 -0.6687
H: -3.6489 0.9697 -2.4676
H: -1.9763 1.0841 -2.1273
C: 2.4205 -3.1103 -1.4400
O: 2.1420 -4.0899 -0.7768
N: 3.5872 -2.8707 -1.6392
N: 1.6165 -2.1109 -1.8047
H: 4.2541 -3.5757 -1.3592
H: 3.8933 -2.1223 -2.2444
H: 1.8888 -1.7767 -2.7181
H: 0.6159 -2.1284 -1.6686

Forces on the atoms, in the same order (eV/Å):
C 0.803 0.938 0.502
C 0.792 -2.214 -2.642
C -1.546 0.923 1.326
O 0.967 1.107 -0.175
H -0.343 0.351 -0.705
H 0.280 -0.094 0.487
H -0.933 -0.368 -0.206
H -0.178 0.057 0.899
H 0.131 0.270 -0.433
H 1.011 0.732 0.141
H 0.276 -0.301 0.355
H -0.124 0.032 -0.107
C -1.891 -2.754 0.322
C 1.588 1.717 0.061
C -2.483 0.487 0.548
O -2.598 -0.704 -10.312
H 3.482 1.452 -0.408
H -1.133 -0.841 -0.855
H -0.879 -0.488 -0.249
H 0.931 0.664 -1.330
H 0.555 -0.367 -0.274
H -0.009 -0.619 0.219
H -0.357 2.833 0.337
H -0.944 -0.786 -3.806
C 0.263 1.009 -2.149
C 2.244 -2.231 0.354
C 0.208 0.970 0.080
O -1.242 1.091 1.129
H 0.597 -0.818 0.108
H 0.231 -0.366 1.069
H 2.412 0.217 1.098
H 0.390 -0.131 -0.757
H -0.328 0.071 -0.419
H -0.547 -0.069 -0.224
H 0.388 -0.061 0.283
H -0.336 0.174 0.462
C -0.792 0.390 0.602
C -1.032 -0.516 -0.447
C 0.911 1.718 1.281
O 4.046 3.441 11.615
H 0.003 0.372 0.433
H 0.802 -0.398 0.012
H -0.096 0.002 -0.040
H -0.828 -0.219 0.549
H -0.417 1.430 0.599
H -0.457 -0.389 -0.268
H -0.174 -0.535 0.177
H 0.658 0.141 -0.023
C -1.262 1.133 0.279
O 2.888 -4.241 -0.148
N -1.793 -1.766 2.900
N -1.044 -8.486 -4.776
H -0.167 -2.135 0.511
H -0.329 -0.146 -0.309
H 0.052 -0.534 0.241
H -0.801 -6.865 -1.698
C -0.832 4.432 -0.751
O -2.025 13.991 3.414
N -3.294 -2.355 1.737
N 1.307 1.790 -1.950
H 0.446 -0.142 0.215
H 0.287 0.112 0.290
H 0.974 0.495 -0.357
H -0.138 0.234 0.871
C -7.296 -3.356 3.826
O -1.628 -1.139 0.579
N 11.587 2.147 -2.953
N -1.404 0.530 -1.433
H -0.055 0.224 -0.196
H 0.231 -0.100 0.319
H -0.339 0.344 -0.048
H 0.333 -1.486 0.218

Computed properties:
LUMO   0.113 eV
Maximum force   14.54 eV Å⁻¹
ΔE to the lowest compared entry with this formula, charge and spin   19.1898 eV

# 2
Below is a cluster of 7 separate species, C15H44O7 in total, with properties calculated with ωB97M-V/def2-TZVPD.

Positions of all 66 atoms, in Å:
C: 3.5985 2.3985 2.1115
C: 2.0900 2.3291 2.3379
C: 1.8105 2.3772 3.8579
O: 1.3367 3.3618 1.6518
H: 4.0344 3.1737 2.7357
H: 3.9157 2.5957 1.1094
H: 3.9921 1.4480 2.4869
H: 1.7442 1.4159 1.8914
H: 2.1754 1.5307 4.4638
H: 0.8058 2.5280 4.1879
H: 2.3901 3.2353 4.2555
H: 1.7697 4.2086 1.7066
C: 2.7790 -0.8907 -0.5200
C: 2.7258 0.5711 -0.9422
O: 4.0322 0.9685 -1.4545
H: 3.2633 -1.4749 -1.3057
H: 1.8321 -1.3603 -0.2721
H: 3.4997 -1.0458 0.2726
H: 2.4797 1.2580 -0.0913
H: 2.0518 0.6572 -1.8432
H: 3.9582 0.8799 -2.3963
C: -2.4956 -3.2614 0.6110
C: -1.4596 -2.4921 -0.2584
O: -0.6813 -1.5082 0.3936
H: -2.8667 -3.9996 -0.0625
H: -3.3895 -2.7835 1.0067
H: -1.9213 -3.7013 1.4365
H: -1.9990 -1.9550 -0.9902
H: -0.7981 -3.1679 -0.8809
H: -1.1694 -0.6660 0.2297
C: -4.0840 -0.1929 -3.4905
C: -4.4660 1.1525 -2.9331
O: -4.3301 1.1431 -1.4850
H: -4.7188 -1.0676 -3.2702
H: -2.9957 -0.3809 -3.3000
H: -4.1520 -0.1745 -4.6024
H: -5.4599 1.4655 -3.2780
H: -3.8025 1.9617 -3.2925
H: -4.8934 0.4202 -1.2238
C: -0.3554 -1.9539 4.1013
C: 1.0206 -2.3198 3.4515
O: 1.0184 -3.0333 2.2698
H: -0.2257 -1.6935 5.1711
H: -0.9338 -2.9069 4.0896
H: -0.9196 -1.2205 3.5470
H: 1.5941 -2.8864 4.1963
H: 1.6187 -1.4282 3.3573
H: 0.7291 -2.4627 1.5496
C: -1.8531 1.8517 1.6114
C: -1.2439 1.8697 0.2166
O: -1.7728 0.7962 -0.5561
H: -2.9156 2.0433 1.6783
H: -1.4069 2.5700 2.3082
H: -1.6811 0.8219 1.9719
H: -0.1532 1.7276 0.2717
H: -1.4054 2.8233 -0.3096
H: -2.7179 0.8989 -0.6687
C: 0.6818 -1.4009 -3.6899
C: 1.2728 -0.0925 -4.2373
O: 2.7176 0.0243 -4.3269
H: 1.2105 -2.2628 -4.1041
H: -0.3540 -1.5632 -4.0553
H: 0.6832 -1.4695 -2.5451
H: 0.9664 0.8161 -3.7550
H: 0.9115 0.0193 -5.3004
H: 2.9118 -0.5257 -5.0969

Forces on the atoms, in the same order (eV/Å):
C -0.358 -0.141 1.050
C -0.094 0.887 0.489
C 1.389 0.407 0.442
O -0.012 -0.941 0.140
H 0.051 0.231 0.159
H -0.034 -0.221 -0.779
H 0.239 0.110 -0.308
H -0.460 -0.515 -0.087
H 0.068 -0.059 -0.697
H -0.927 0.080 -0.410
H -0.324 -0.209 -0.143
H 0.436 0.323 0.214
C 0.798 -0.203 -0.252
C 0.296 0.008 -1.015
O -0.564 0.072 1.214
H -0.386 0.073 -0.430
H -0.216 0.227 0.099
H -0.088 0.242 0.691
H -0.068 -0.566 -1.046
H 0.051 0.232 1.439
H 0.128 -0.118 -0.781
C 1.786 0.049 0.010
C -0.240 -0.237 -0.115
O -0.075 0.023 0.460
H -0.269 -1.093 -0.252
H 0.353 0.817 -0.071
H -0.440 -0.238 -0.110
H -0.911 0.529 -1.239
H -0.553 0.304 1.203
H 0.574 -0.242 0.017
C 1.154 -0.381 -1.778
C 0.374 0.482 0.193
O -0.463 0.371 -0.984
H 0.228 0.515 0.670
H -1.015 -0.164 0.197
H 0.049 0.293 0.501
H -0.116 -0.190 0.517
H -0.051 -0.616 0.220
H -0.336 -0.356 0.562
C 0.537 -1.923 -0.080
C -0.078 0.804 1.833
O -0.276 -0.694 -0.579
H -0.012 0.179 -0.688
H 0.111 0.641 0.052
H -0.052 0.379 -0.085
H -0.273 -0.318 -0.190
H 0.216 0.801 -0.256
H -0.290 0.193 -0.052
C 0.609 -0.477 0.460
C -0.068 0.592 0.082
O 0.900 -0.349 0.041
H -0.406 -0.013 -0.514
H 0.308 -0.195 -0.265
H -0.098 0.441 0.281
H -0.427 -0.029 0.000
H -0.024 -0.177 0.157
H -0.624 0.296 -0.258
C -0.096 -0.026 1.247
C -0.133 0.041 -1.961
O -0.796 -0.846 0.070
H 0.298 0.089 0.177
H 0.421 0.509 0.346
H 0.077 0.111 -1.640
H -0.419 0.133 0.641
H 0.073 -0.100 0.895
H 0.548 0.149 0.299

Computed properties:
LUMO   0.495 eV
Maximum force   2.15 eV Å⁻¹
SMILES   CC(C)O.CCO.CCO.CCO.CCO.CCO.CCO
ΔE to the lowest compared entry with this formula, charge and spin   2.8633 eV

# 3
Below is a structure of composition C15H45Ag2F3O11, with properties calculated with ωB97M-V/def2-TZVPD.

Positions of all 76 atoms, in Å:
Ag: 0.0031 3.1481 -1.6308
Ag: 1.2966 2.0634 1.7385
C: -1.3838 2.3084 3.6430
O: -0.6189 1.3381 4.2637
O: -0.7863 2.6889 2.5563
C: -2.8227 1.8940 3.2850
F: -3.5452 1.8158 4.3827
F: -3.3372 2.8095 2.4889
F: -2.7959 0.7119 2.6604
C: -0.9701 0.8209 5.5671
C: 0.2179 0.0349 6.0805
H: 0.5234 -0.6562 5.2835
H: 1.0646 0.6770 6.3165
H: -0.0575 -0.5497 6.9521
H: -1.8640 0.2042 5.5337
H: -1.2171 1.6296 6.2704
H: -1.5214 3.2133 4.2885
C: 0.8231 -0.9951 -1.4560
C: -0.1632 -0.0149 -0.7942
C: -1.0262 -0.6190 0.2940
O: 0.4240 1.1297 -0.4773
H: 0.2938 -1.7387 -2.0493
H: 1.3852 -1.5473 -0.6953
H: 1.5545 -0.5039 -2.0968
H: -0.8271 0.2119 -1.6692
H: -1.4138 0.2454 0.8452
H: -0.3629 -1.1529 0.9768
H: -1.8750 -1.2110 -0.0249
C: -3.3875 2.1297 -0.9322
O: -2.2341 2.9445 -0.5378
H: -3.5693 1.3886 -0.1600
H: -4.2677 2.7682 -1.0497
H: -3.2139 1.7169 -1.9163
H: -2.3729 3.2025 0.3800
C: -3.8813 -0.7232 -3.6162
O: -3.4277 -0.7925 -4.9752
H: -4.0264 0.3097 -3.2861
H: -4.8593 -1.1983 -3.6200
H: -3.1802 -1.2657 -2.9757
H: -2.4682 -0.7819 -5.0047
C: -1.8069 2.4458 -4.5420
O: -1.1320 2.0039 -3.3654
H: -1.1367 2.7750 -5.3440
H: -2.5311 1.7546 -4.9693
H: -2.3129 3.3775 -4.2797
H: -0.5632 1.2541 -3.6238
C: 4.3953 -0.1697 -1.9482
O: 5.8066 -0.3960 -1.8432
H: 4.2263 0.5619 -2.7505
H: 3.8663 -1.0644 -2.2824
H: 4.0071 0.1860 -0.9873
H: 6.2696 0.3834 -2.1591
C: -1.7758 -2.2077 3.3377
O: -2.7783 -2.5045 2.3826
H: -1.7442 -3.0284 4.0442
H: -0.7824 -2.0901 2.8730
H: -1.9173 -1.2329 3.8235
H: -2.5499 -2.0674 1.5613
C: 1.8986 -0.4169 -5.1636
O: 0.9715 0.5860 -4.7199
H: 2.9034 -0.2455 -4.7784
H: 1.4986 -1.3954 -4.9234
H: 1.9963 -0.3854 -6.2560
H: 1.4093 1.4329 -4.6112
C: 4.7846 -3.2647 0.0783
O: 5.0798 -4.5284 -0.4556
H: 3.7800 -2.9420 -0.2328
H: 4.8597 -3.2729 1.1749
H: 5.5323 -2.5560 -0.2698
H: 4.4319 -5.1593 -0.1308
C: 2.3826 -1.1505 2.3327
O: 1.8133 0.0831 2.8570
H: 1.7744 -2.0271 2.5607
H: 2.4684 -1.0280 1.2582
H: 3.3583 -1.3050 2.7916
H: 1.4075 -0.0610 3.7214

Forces on the atoms, in the same order (eV/Å):
Ag -0.728 -0.137 -0.141
Ag -0.151 -0.592 0.213
C 1.130 -0.689 1.295
O -0.321 -0.190 0.224
O 0.423 1.116 -1.444
C -0.209 -0.557 0.288
F -0.278 -0.256 0.129
F -0.460 0.301 -0.494
F -0.303 0.220 0.057
C -0.153 0.374 0.967
C -0.038 0.057 -0.712
H -0.040 -0.203 0.302
H -0.041 0.051 0.078
H 0.020 -0.031 0.075
H -0.041 -0.192 -0.387
H 0.181 0.124 -0.329
H -0.042 0.131 0.007
C 0.842 -0.652 -0.211
C -1.393 -1.211 -0.935
C 0.661 1.100 0.814
O 0.884 1.087 0.497
H -0.181 0.105 0.038
H -0.145 0.197 0.098
H -0.215 0.183 -0.045
H 0.058 0.250 -0.002
H -0.147 -0.276 0.029
H -0.264 -0.298 0.051
H 0.168 -0.235 -0.429
C 0.003 0.982 0.156
O -0.075 -0.409 -0.276
H -0.052 -0.280 -0.168
H 0.093 0.016 0.273
H 0.447 -0.284 0.099
H 0.005 0.118 -0.034
C 0.140 -0.229 -0.905
O -0.105 0.301 0.300
H 0.190 0.006 0.016
H 0.061 -0.126 0.259
H -0.246 0.060 0.270
H 0.004 -0.041 0.017
C -0.373 1.694 -0.839
O 0.576 -0.743 0.085
H 0.309 -0.483 0.208
H 0.081 -0.362 0.399
H -0.262 -0.263 0.193
H -0.005 0.099 -0.203
C 0.932 0.431 -0.626
O -0.814 -0.327 0.072
H -0.260 0.157 0.339
H 0.307 -0.250 0.335
H -0.206 0.002 -0.103
H 0.045 -0.007 0.009
C 0.488 0.426 -0.409
O 0.133 0.118 0.175
H 0.000 0.081 0.219
H -0.077 -0.446 0.011
H -0.414 -0.336 0.210
H -0.129 -0.023 0.007
C 0.201 0.324 -1.006
O -0.401 -0.060 0.602
H -0.118 -0.222 0.361
H 0.068 -0.005 0.356
H -0.153 0.081 0.152
H 0.316 -0.032 -0.346
C 0.033 -0.009 0.404
O 0.071 -0.143 -0.214
H 0.050 0.211 0.095
H -0.205 0.055 -0.039
H -0.059 -0.004 -0.244
H 0.080 -0.092 -0.001
C 0.137 0.270 0.563
O -0.046 -0.298 -0.421
H -0.238 0.196 -0.030
H 0.119 -0.019 -0.026
H 0.084 0.025 -0.219
H 0.047 0.061 -0.107

Computed properties:
LUMO (alpha / beta)   -7.448 / -9.433 eV
Spin multiplicity   3
Maximum force   2.07 eV Å⁻¹
Total charge   +2

maximum force of number 3 (C15H45Ag2F3O11)? 2.07 eV Å⁻¹

What is the maximum force in the first record? 14.54 eV Å⁻¹